1.
Density functional theory data (ωB97M-V/def2-TZVPD) for a structure of composition C26H27AuGeNSSi.

Structure (ORCA input):
```
! RIJCOSX wB97M-V def2-TZVPD def2/J DEFGRID3
* xyz 0 2
Au 0.339 -1.933 0.603
C -1.561 -1.476 -4.674
Si 0.220 -0.884 -4.952
C 1.102 -2.123 -6.110
C 0.156 0.913 -5.604
C 1.368 -0.822 -3.439
C 2.646 -0.312 -3.595
C 3.529 -0.229 -2.526
C 3.085 -0.667 -1.296
N 1.879 -1.175 -1.122
C 1.028 -1.264 -2.151
S -0.502 -1.942 -1.762
H -2.106 -1.483 -5.613
H -2.094 -0.836 -3.980
H -1.584 -2.480 -4.265
H 0.588 -2.223 -7.060
H 1.129 -3.106 -5.644
H 2.129 -1.831 -6.314
H -0.414 0.970 -6.526
H 1.144 1.320 -5.800
H -0.327 1.566 -4.880
H 2.958 0.043 -4.567
H 4.523 0.168 -2.643
H 3.701 -0.610 -0.409
C 1.964 4.061 1.751
C 0.597 4.009 1.546
C -0.065 2.795 1.601
C 0.628 1.621 1.865
C 2.006 1.684 2.035
C 2.673 2.894 1.981
Ge -0.321 -0.115 2.048
C 0.034 -0.830 3.874
C 0.715 -2.032 4.009
C 0.978 -2.568 5.255
C 0.552 -1.901 6.390
C -0.119 -0.696 6.272
C -0.370 -0.161 5.020
C -2.242 0.191 1.683
C -3.229 -0.209 2.572
C -4.566 -0.122 2.227
C -4.928 0.361 0.982
C -3.953 0.757 0.081
C -2.620 0.664 0.429
H 2.481 5.009 1.723
H 0.048 4.917 1.341
H -1.134 2.755 1.442
H 2.557 0.768 2.211
H 3.745 2.934 2.114
H 1.039 -2.553 3.113
H 1.510 -3.505 5.339
H 0.747 -2.324 7.364
H -0.448 -0.177 7.162
H -0.888 0.785 4.928
H -2.939 -0.607 3.536
H -5.326 -0.449 2.922
H -5.969 0.405 0.700
H -4.236 1.114 -0.899
H -1.854 0.939 -0.287
*
```

Orbital gap (alpha / beta): 7.7 / 5.8 eV
Relative energy (zero: lowest compared OMol25 entry of this formula, charge and spin): 0.0 kJ/mol
Total energy: -3961.9965 Ha

Results of the Mulliken charge analysis, in e, for atoms 1 through 5: atom 1 (Au): -0.035, atom 2 (C): -1.101, atom 3 (Si): 0.256, atom 4 (C): -1.114, atom 5 (C): -1.072



2.
Density functional theory data (ωB97M-V/def2-TZVPD) for a structure of composition C40H40BF4HoN2S3Sb2.

Structure (ORCA input):
```
! RIJCOSX wB97M-V def2-TZVPD def2/J DEFGRID3
* xyz 0 5
Ho -1.004 -1.162 2.895
C -0.051 -4.615 4.856
C 0.505 -3.205 4.640
C 0.215 -2.258 5.622
C 0.723 -0.918 5.578
C 1.616 -0.599 4.551
C 1.862 -1.481 3.542
C 1.303 -2.810 3.565
H 0.590 -5.358 4.287
H -1.063 -4.514 4.526
H -0.019 -4.832 5.898
H -0.420 -2.450 6.509
H 0.523 -0.284 6.434
H 2.028 0.347 4.524
H 2.652 -1.195 2.826
H 1.483 -3.525 2.881
S -2.899 -3.729 -0.590
C -2.257 -2.759 0.563
S -2.889 -1.222 1.063
S -0.749 -3.225 1.400
C -1.371 1.021 -1.651
C -0.454 0.328 -2.717
C 0.287 -0.830 -2.073
Sb 1.926 -0.313 -0.442
C 3.085 -2.259 -0.695
C 2.529 -3.549 -0.698
C 3.336 -4.655 -0.763
C 4.707 -4.556 -0.826
C 5.305 -3.300 -0.780
C 4.483 -2.163 -0.746
C 3.349 0.822 -1.753
C 3.442 0.555 -3.124
C 4.255 1.352 -3.944
C 5.057 2.310 -3.322
C 5.121 2.401 -1.911
C 4.295 1.636 -1.141
Sb -2.134 3.074 -1.743
C -0.342 3.930 -2.545
C 0.817 3.529 -1.940
C 2.068 3.844 -2.496
C 2.162 4.795 -3.528
C 0.978 5.278 -4.093
C -0.262 4.840 -3.536
C -3.177 3.075 -3.603
C -3.145 2.078 -4.562
C -3.643 2.267 -5.853
C -4.202 3.499 -6.244
C -4.350 4.510 -5.294
C -3.847 4.275 -3.960
H -0.801 0.914 -0.673
H -2.123 0.297 -1.383
H 0.248 1.080 -3.223
H -1.110 -0.002 -3.514
H 0.736 -1.522 -2.773
H -0.489 -1.380 -1.436
H 1.497 -3.762 -0.596
H 2.895 -5.638 -0.836
H 5.342 -5.426 -1.068
H 6.353 -3.303 -0.751
H 4.975 -1.197 -0.569
H 2.739 -0.183 -3.419
H 4.256 1.242 -5.015
H 5.614 3.021 -3.999
H 5.728 3.137 -1.454
H 4.253 1.776 -0.037
H 0.730 2.735 -1.148
H 3.010 3.440 -2.121
H 3.116 4.956 -3.906
H 1.022 5.910 -5.028
H -1.158 5.138 -3.981
H -2.510 1.196 -4.359
H -3.606 1.486 -6.584
H -4.535 3.731 -7.275
H -4.755 5.447 -5.547
H -3.855 5.150 -3.304
N -3.404 -3.800 3.511
C -3.739 -2.716 4.215
C -5.119 -2.429 4.405
C -5.505 -1.351 5.114
C -4.530 -0.388 5.515
C -3.181 -0.718 5.240
N -2.747 -1.816 4.594
H -4.204 -4.374 3.232
H -2.500 -3.914 2.960
H -5.814 -3.208 4.056
H -6.585 -1.214 5.341
H -4.581 0.461 6.129
H -2.396 0.034 5.515
F -1.669 2.482 1.756
B -1.129 1.944 2.883
F -0.121 0.974 2.612
F -0.690 2.785 3.825
F -2.082 1.006 3.511
*
```

Orbital gap (alpha / beta): 7.4 / 7.4 eV
Total energy: -4705.4144 Ha

Results of the Mulliken charge analysis, in e, for atoms 1 through 5: atom 1 (Ho): 1.219, atom 2 (C): -1.261, atom 3 (C): 1.331, atom 4 (C): -0.174, atom 5 (C): -0.739



3.
Density functional theory data (ωB97M-V/def2-TZVPD) for an isolated molecule of C20H25F3N4O3.

Structure (ORCA input):
```
! RIJCOSX wB97M-V def2-TZVPD def2/J DEFGRID3
* xyz 0 1
C 1.304 3.038 -1.923
H 1.425 3.853 -2.631
H 2.159 2.369 -2.021
H 0.400 2.497 -2.186
C 1.212 3.590 -0.504
C 2.426 4.459 -0.183
H 3.343 3.874 -0.245
H 2.496 5.279 -0.892
H 2.348 4.878 0.817
C 1.120 2.464 0.536
N -0.086 1.648 0.427
C -1.275 2.218 0.762
O -1.356 3.343 1.210
C -2.472 1.337 0.575
C -2.593 0.126 1.247
C -3.711 -0.663 1.057
C -4.711 -0.237 0.191
C -4.606 0.979 -0.469
C -3.490 1.768 -0.266
H -3.390 2.714 -0.773
H -5.391 1.303 -1.135
C -5.893 -1.136 -0.029
F -6.400 -1.607 1.125
F -5.568 -2.226 -0.756
F -6.905 -0.544 -0.674
H -3.814 -1.605 1.575
H -1.820 -0.198 1.929
C -0.009 0.365 -0.174
C 0.632 -0.661 0.484
N 1.096 -0.488 1.755
H 1.893 -1.017 2.065
H 1.020 0.448 2.118
N 0.754 -1.898 -0.092
C 0.199 -2.186 -1.335
O 0.309 -3.274 -1.847
N -0.478 -1.157 -1.921
C -0.645 0.143 -1.447
O -1.271 0.954 -2.096
H -0.904 -1.363 -2.818
C 1.418 -3.017 0.562
H 1.350 -2.905 1.645
H 0.861 -3.913 0.274
C 2.873 -3.197 0.101
C 3.437 -4.475 0.717
H 4.458 -4.635 0.382
H 3.438 -4.410 1.803
H 2.842 -5.335 0.422
C 3.752 -2.000 0.455
H 3.849 -1.893 1.535
H 3.355 -1.079 0.033
H 4.750 -2.145 0.049
H 2.855 -3.309 -0.987
H 1.119 2.921 1.532
H 1.989 1.807 0.435
H 0.309 4.198 -0.415
*
```

Orbital gap: 8.9 eV
Structure (SMILES): CC(C)CN(C(=O)c1ccc(C(F)(F)F)cc1)c1c(N)n(CC(C)C)c(=O)[nH]c1=O
Relative energy (zero: lowest compared OMol25 entry of this formula, charge and spin): 0.0 kJ/mol
Total energy: -1521.5845 Ha

Results of the Mulliken charge analysis, in e, for atoms 1 through 5: atom 1 (C): -1.282, atom 2 (H): 0.467, atom 3 (H): 0.257, atom 4 (H): 0.174, atom 5 (C): 0.978



4.
Density functional theory data (ωB97M-V/def2-TZVPD) for a structure of composition C3H8NdO3.

Structure (ORCA input):
```
! RIJCOSX wB97M-V def2-TZVPD def2/J DEFGRID3
* xyz 1 4
O -0.036 2.152 0.353
C -1.022 1.551 -0.424
C -1.282 0.124 0.050
O -0.009 -0.530 0.139
C -0.060 -1.888 0.540
Nd 1.750 1.097 0.747
H -1.984 2.095 -0.359
H -1.926 -0.432 -0.649
H -1.730 0.120 1.059
H -0.750 -2.445 -0.110
H 0.951 -2.300 0.443
H -0.394 -1.965 1.585
O 3.431 0.854 -0.754
H -0.739 1.528 -1.527
H 3.801 0.038 -1.091
*
```

Orbital gap (alpha / beta): 9.1 / 9.3 eV
Relative energy (zero: lowest compared OMol25 entry of this formula, charge and spin): 0.0 kJ/mol
Total energy: -906.0107 Ha

Results of the Mulliken charge analysis, in e, for atoms 1 through 5: atom 1 (O): -0.674, atom 2 (C): -0.485, atom 3 (C): -0.344, atom 4 (O): -0.347, atom 5 (C): -0.712



5.
Density functional theory data (ωB97M-V/def2-TZVPD) for a structure of composition C9H28FO9.

Structure (ORCA input):
```
! RIJCOSX wB97M-V def2-TZVPD def2/J DEFGRID3
* xyz -1 1
F 0.142 0.012 0.023
C 2.342 1.236 -0.802
O 1.236 0.651 -1.430
H 1.867 2.043 -0.244
H 2.869 0.463 -0.243
H 3.009 1.574 -1.595
H 0.604 0.200 -0.864
C -0.175 2.441 1.448
C -1.340 2.078 0.477
O -0.993 2.041 -0.856
O 1.068 1.949 0.833
H -0.320 1.952 2.411
H 0.008 3.506 1.588
H -2.248 2.641 0.698
H -1.708 1.075 0.693
H -0.253 1.429 -0.823
H 0.893 1.006 0.879
C -1.133 -2.504 1.292
C -1.615 -1.216 2.030
O -0.639 -0.116 2.063
O -1.135 -2.159 -0.032
H -1.851 -3.284 1.545
H -0.172 -2.918 1.598
H -1.742 -1.276 3.111
H -2.532 -0.775 1.642
H -0.532 0.268 1.189
H -0.469 -1.470 -0.087
C -1.902 0.965 -2.634
C -1.115 -0.343 -2.280
O -1.627 -0.860 -1.003
O -1.360 1.650 -3.753
H -2.025 1.704 -1.842
H -2.902 0.615 -2.888
H -0.051 -0.351 -2.043
H -1.237 -1.228 -2.905
H -1.040 -0.547 -0.311
H -0.461 1.952 -3.607
C 2.133 -1.915 0.012
C 2.097 -1.487 1.522
O 2.029 -0.090 1.537
O 0.886 -1.858 -0.674
H 2.588 -2.906 0.035
H 2.932 -1.374 -0.494
H 3.149 -1.661 1.750
H 1.331 -1.988 2.114
H 1.113 0.057 1.289
H 0.280 -1.178 -0.369
*
```

Orbital gap: 7.4 eV
Relative energy (zero: lowest compared OMol25 entry of this formula, charge and spin): 2081.3 kJ/mol
Total energy: -1135.9710 Ha

Results of the Mulliken charge analysis, in e, for atoms 1 through 5: atom 1 (F): -1.299, atom 2 (C): -0.435, atom 3 (O): -0.575, atom 4 (H): 0.195, atom 5 (H): 0.065



6.
Density functional theory data (ωB97M-V/def2-TZVPD) for a structure of composition C44H60Cl2CrO2PSb.

Structure (ORCA input):
```
! RIJCOSX wB97M-V def2-TZVPD def2/J DEFGRID3
* xyz 0 5
Cr 0.071 -0.572 -0.085
C -1.387 -2.097 -2.700
C -0.552 -2.363 -1.464
C -1.205 -2.762 -0.268
C -2.702 -2.596 -0.173
C -0.499 -3.481 0.705
C -1.193 -4.003 1.936
C 0.852 -3.795 0.510
C 1.566 -4.575 1.581
C 1.512 -3.373 -0.647
C 2.959 -3.716 -0.887
C 0.839 -2.591 -1.592
C 1.598 -2.011 -2.763
H -2.027 -1.222 -2.620
H -2.027 -2.967 -2.865
H -0.766 -1.978 -3.583
H -3.204 -3.549 -0.363
H -3.064 -1.869 -0.895
H -3.004 -2.245 0.813
H -2.232 -3.695 1.993
H -0.697 -3.663 2.845
H -1.167 -5.095 1.951
H 1.371 -4.140 2.561
H 2.642 -4.582 1.444
H 1.219 -5.611 1.613
H 3.187 -3.754 -1.950
H 3.614 -2.967 -0.431
H 3.214 -4.687 -0.470
H 2.573 -1.652 -2.436
H 1.073 -1.159 -3.192
H 1.758 -2.744 -3.559
C -6.774 1.281 2.729
C -5.829 1.896 3.534
C -4.473 1.727 3.280
C -4.044 0.944 2.214
C -5.006 0.319 1.418
C -6.357 0.486 1.668
P -2.280 0.671 1.764
C -1.414 1.926 2.781
C -0.881 3.103 2.262
C -0.144 3.961 3.067
C 0.076 3.654 4.402
C -0.450 2.483 4.932
C -1.184 1.627 4.125
C -2.244 1.363 0.073
C -3.021 2.460 -0.308
C -2.982 2.924 -1.611
C -2.160 2.286 -2.535
C -1.383 1.206 -2.140
C -1.402 0.702 -0.831
H -7.830 1.420 2.923
H -6.144 2.522 4.359
H -3.750 2.223 3.915
H -4.691 -0.289 0.576
H -7.086 0.002 1.032
H -1.019 3.341 1.216
H 0.261 4.873 2.646
H 0.663 4.317 5.024
H -0.283 2.233 5.973
H -1.579 0.707 4.542
H -3.655 2.954 0.421
H -3.581 3.776 -1.905
H -2.121 2.637 -3.560
H -0.746 0.741 -2.888
Cl 3.452 -0.914 3.295
C 1.875 -0.205 2.935
Cl 0.573 -1.246 3.562
C 1.651 -0.039 1.432
O 0.922 0.926 1.052
O 2.133 -0.854 0.614
H 1.794 0.755 3.436
C 6.260 2.758 -2.340
C 5.122 1.743 -2.384
C 5.647 0.372 -1.949
C 4.622 1.628 -3.823
Sb 3.373 2.102 -1.086
C 2.224 3.683 -2.100
C 1.614 3.054 -3.357
C 1.084 4.042 -1.142
C 2.993 4.939 -2.498
C 4.271 3.117 0.663
C 5.170 2.056 1.300
C 3.156 3.484 1.645
C 5.095 4.378 0.409
H 6.983 2.529 -3.133
H 6.800 2.717 -1.394
H 5.918 3.783 -2.493
H 6.477 0.069 -2.600
H 4.872 -0.396 -2.018
H 6.014 0.371 -0.922
H 5.403 1.173 -4.444
H 4.395 2.605 -4.250
H 3.729 1.003 -3.909
H 1.218 2.053 -3.171
H 2.330 2.987 -4.174
H 0.778 3.675 -3.701
H 0.593 3.158 -0.724
H 0.320 4.616 -1.680
H 1.433 4.657 -0.313
H 3.879 4.710 -3.094
H 3.306 5.521 -1.632
H 2.350 5.588 -3.107
H 4.651 1.110 1.468
H 5.533 2.411 2.272
H 6.045 1.845 0.682
H 2.420 2.693 1.791
H 2.612 4.371 1.321
H 3.603 3.718 2.620
H 5.982 4.195 -0.193
H 5.433 4.775 1.375
H 4.513 5.163 -0.072
*
```

Orbital gap (alpha / beta): 8.0 / 8.0 eV
Relative energy (zero: lowest compared OMol25 entry of this formula, charge and spin): 0.0 kJ/mol
Total energy: -4409.5529 Ha

Results of the Mulliken charge analysis, in e, for atoms 1 through 5: atom 1 (Cr): -0.313, atom 2 (C): -1.923, atom 3 (C): 0.342, atom 4 (C): 1.238, atom 5 (C): -2.599



Which formula does entry 3 have?
C20H25F3N4O3



Which value of total energy does entry 4 give?
-906.0107 Ha



total energy of number 3 (C20H25F3N4O3)?
-1521.5845 Ha